{
  "formula": "C6H7NO",
  "method": "wB97M-V/def2-TZVPD",
  "elements": ["C", "C", "C", "C", "C", "C", "N", "O", "H", "H", "H", "H", "H", "H", "H"],
  "coordinates": [[-3.3659, 0.5108, 0.0162], [-1.2657, 0.3227, -0.2829], [-1.7680, -0.8537, 0.1677], [-0.0811, -1.5278, -0.3450], [0.2491, 0.0004, -0.4302], [1.2386, 0.8905, 0.4000], [-2.3411, 1.2171, -0.3630], [-3.0631, -0.8388, 0.3088], [-4.3366, 1.0180, 0.1339], [0.3580, -2.1696, 0.3969], [-0.2652, -1.8541, -1.2632], [0.4261, 0.3353, -1.5097], [2.1119, 0.3059, 0.3905], [0.7872, 1.0158, 1.3384], [1.2886, 1.8003, -0.0630]],
  "atomic_forces_ev_per_a": [[0.8, 0.8, -0.6], [-0.8, -1.0, 1.7], [5.6, -0.6, -1.6], [-2.1, 3.3, 4.7], [-1.7, 2.5, -2.5], [-2.3, -3.7, -0.5], [0.2, -0.1, 0.1], [-2.4, 1.1, 0.2], [0.3, -1.3, 0.2], [0.3, -0.2, 0.0], [-0.4, -2.0, -3.6], [0.3, -1.1, 1.0], [1.7, 0.0, 0.5], [-0.1, 0.1, 1.7], [0.5, 2.2, -1.3]],
  "smiles": "C[C@H]1Cc2ocnc21",
  "energy_ev": -9868.550,
  "e_above_lowest_kj_mol": 396.39
}

---

{
  "formula": "C6H9N",
  "method": "wB97M-V/def2-TZVPD",
  "elements": ["C", "N", "C", "C", "C", "C", "C", "H", "H", "H", "H", "H", "H", "H", "H", "H"],
  "coordinates": [[-0.8320, -0.3682, 1.9131], [-0.7930, -0.0186, 0.4964], [0.5042, 0.6507, 0.1756], [1.2129, -0.5738, -0.3794], [-0.0359, -0.8262, -1.2026], [-0.3664, 0.4124, -1.8896], [-0.0182, 1.3899, -1.0240], [-0.8537, 0.5797, 2.4853], [-1.7534, -0.8994, 2.1640], [0.0347, -0.9321, 2.2979], [0.9629, 1.2265, 0.9851], [1.3553, -1.3426, 0.3856], [2.1433, -0.4321, -0.9493], [-0.2633, -1.7945, -1.6612], [-0.9876, 0.4965, -2.7748], [-0.3099, 2.4321, -1.0219]],
  "atomic_forces_ev_per_a": [[0.0, -0.2, 0.0], [0.0, -0.1, -0.1], [0.2, 0.3, 0.0], [0.1, 0.0, 0.1], [-0.1, 0.0, 0.1], [-0.1, 0.0, 0.1], [0.0, 0.1, -0.2], [0.0, -0.2, -0.3], [0.1, 0.0, -0.1], [0.0, -0.1, -0.1], [-0.1, 0.0, -0.1], [0.0, 0.2, 0.0], [-0.2, 0.0, 0.0], [-0.2, 0.2, 0.5], [0.1, 0.0, 0.2], [0.2, -0.1, -0.1]],
  "energy_ev": -7853.823,
  "e_above_lowest_kj_mol": 418.38
}

---

{
  "formula": "C5H10O",
  "method": "wB97M-V/def2-TZVPD",
  "elements": ["C", "C", "C", "C", "C", "O", "H", "H", "H", "H", "H", "H", "H", "H", "H", "H"],
  "coordinates": [[1.7436, -0.6222, 0.2426], [0.5248, -0.7503, -0.6575], [-0.7909, -1.2473, -0.1183], [-0.8118, 0.1297, -0.6513], [-1.3395, 1.4030, 0.3119], [-0.0417, 1.9480, 0.0825], [2.4653, 0.1066, -0.1489], [1.4458, -0.3088, 1.2491], [2.2821, -1.5756, 0.3624], [0.8073, -1.1582, -1.6456], [-1.3918, -1.9929, -0.6121], [-0.8065, -1.2936, 0.9742], [-1.0952, 0.3346, -1.6736], [-1.9981, 2.3315, 0.1934], [-1.5484, 1.1404, 1.3782], [0.5549, 1.5551, 0.7128]],
  "atomic_forces_ev_per_a": [[-0.2, 0.2, 0.1], [-0.5, 0.5, 0.3], [-0.4, -0.4, -0.1], [-2.3, -0.1, 0.4], [2.6, -0.9, -0.6], [1.1, 3.5, 1.7], [-0.2, -0.1, 0.1], [0.1, 0.0, 0.0], [-0.3, 0.2, -0.1], [-0.5, 0.7, 0.4], [0.2, -0.5, 0.0], [-0.2, 0.0, -0.3], [-0.3, -0.4, 0.0], [0.0, -2.0, -1.2], [0.5, -0.3, -0.7], [0.5, -0.1, 0.1]],
  "smiles": "C[C@H]1C[C@H]1CO",
  "energy_ev": -7391.076,
  "e_above_lowest_kj_mol": 355.95
}

---

{
  "formula": "C19H24Br22NO5PS",
  "method": "wB97M-V/def2-TZVPD",
  "elements": ["C", "S", "O", "O", "C", "C", "P", "O", "Br", "C", "O", "C", "C", "C", "C", "C", "C", "C", "N", "C", "O", "H", "H", "H", "H", "H", "H", "H", "H", "H", "H", "H", "H", "H", "H", "H", "H", "H", "C", "Br", "Br", "Br", "H", "C", "Br", "Br", "Br", "H", "C", "Br", "Br", "Br", "H", "C", "Br", "Br", "Br", "H", "C", "Br", "Br", "Br", "H", "C", "Br", "Br", "Br", "H", "C", "Br", "Br", "Br", "H"],
  "coordinates": [[1.2320, -1.6396, -2.4955], [-0.1403, -0.4237, -2.8534], [0.2663, 0.3418, -4.0667], [-1.3791, -1.2993, -3.0646], [-0.5228, 0.5772, -1.3452], [-1.0977, 1.8640, -1.3168], [-1.4591, 2.7928, -2.9204], [-0.8369, 4.4224, -2.8068], [-3.6873, 2.9929, -3.1561], [-1.4876, 2.4924, 0.1297], [-2.5588, 3.1352, 0.2752], [-0.4713, 2.1898, 1.3189], [0.2666, 0.9615, 1.2471], [1.3807, 0.7101, 2.3521], [1.5369, -0.8050, 2.8413], [0.4251, -1.2812, 3.8933], [-0.6736, -2.2852, 3.2346], [-2.0613, -1.5623, 2.9065], [-2.9512, -2.4429, 2.0651], [-0.1415, -0.0508, 0.0793], [-0.2288, -1.2840, 0.2603], [0.9518, -2.4108, -1.7115], [1.4651, -2.1798, -3.4771], [2.1530, -1.0079, -2.2095], [-1.0031, 4.7283, -1.8832], [-0.3193, 2.9847, 2.1582], [2.4314, 1.0425, 1.9797], [1.1869, 1.3677, 3.2734], [2.5627, -0.8652, 3.3704], [1.6052, -1.5356, 1.9663], [-0.1104, -0.4275, 4.4327], [0.9626, -1.9187, 4.6902], [-0.8931, -3.1007, 4.0085], [-0.2208, -2.8265, 2.3239], [-2.6084, -1.4316, 3.9074], [-1.9268, -0.5355, 2.4258], [-3.9284, -2.2186, 2.3192], [-2.8133, -2.1616, 1.0834], [2.7830, 4.5854, 2.1242], [3.4063, 4.3749, 3.9481], [3.6090, 3.3107, 0.9204], [0.8452, 4.5240, 2.0132], [3.0922, 5.5763, 1.7959], [5.9945, 5.0166, -2.4474], [4.2972, 4.2635, -3.0069], [5.8493, 5.9329, -0.7442], [7.4037, 3.6847, -2.4298], [6.2713, 5.7639, -3.1885], [0.4617, -1.8317, -7.3361], [-0.9794, -1.5655, -8.6062], [0.0633, -3.2545, -6.0799], [2.1639, -2.1093, -8.2239], [0.5500, -0.9133, -6.7574], [-3.1757, -3.9190, 6.9245], [-1.6626, -5.1165, 7.1155], [-2.6171, -2.1262, 6.4409], [-4.4972, -4.6179, 5.6898], [-3.6542, -3.8517, 7.8995], [-4.2027, 2.3248, -7.4392], [-4.0885, 1.5695, -9.2222], [-6.0137, 2.2698, -6.7470], [-2.9424, 1.4952, -6.2231], [-3.9245, 3.3738, -7.5196], [1.7110, 1.6741, 7.1802], [0.2493, 1.9666, 5.9398], [1.3163, 0.2513, 8.4363], [3.3973, 1.3803, 6.2643], [1.8204, 2.5890, 7.7594], [-0.4739, -6.6650, -4.0583], [-2.3715, -6.6614, -3.6629], [0.5043, -5.4523, -2.9028], [0.2689, -8.4557, -4.0158], [-0.3596, -6.2967, -5.0763]],
  "atomic_forces_ev_per_a": [[1.0, 0.6, 0.3], [-2.9, -3.3, -3.5], [-0.3, -0.8, 3.0], [3.3, 2.7, 1.2], [-0.1, 2.8, 1.6], [0.2, -1.3, 1.3], [1.2, 0.9, -1.7], [-1.4, -2.5, 2.0], [0.4, 0.2, 1.0], [-1.5, 0.3, 0.9], [4.0, -2.0, -0.7], [0.0, -2.9, -1.4], [-1.4, 2.9, 0.3], [0.4, -0.8, -0.1], [0.5, 0.3, 0.7], [-0.1, -1.4, -0.3], [0.1, 0.2, 0.4], [0.0, -0.4, 0.5], [0.2, 1.2, 0.3], [-0.1, -1.9, 0.5], [0.5, 3.9, -0.7], [0.1, 1.3, -0.9], [-0.7, 1.1, 1.2], [-1.4, -1.1, -0.3], [0.1, 0.2, -0.9], [-1.3, -3.1, -1.6], [-2.0, -0.5, 0.2], [0.0, -0.9, -1.5], [-1.6, 0.2, -0.8], [-0.2, 1.1, 1.1], [0.9, -1.1, -0.9], [-0.8, 1.2, -1.1], [0.2, 1.1, -1.1], [-0.8, 1.0, 1.3], [0.9, 0.1, -1.6], [0.1, -1.2, 0.7], [0.8, -0.2, -0.4], [-0.2, -0.4, 0.6], [0.3, 0.3, 0.0], [-0.2, 0.0, -0.4], [-0.2, 0.3, 0.2], [1.9, 2.2, 0.2], [-0.1, -0.3, 0.0], [0.0, 0.0, -0.1], [0.3, 0.1, 0.1], [0.1, -0.1, -0.3], [-0.3, 0.2, 0.0], [-0.1, -0.2, 0.2], [-0.1, 0.2, 0.0], [0.3, -0.1, 0.3], [0.1, 0.3, -0.2], [-0.3, 0.0, 0.1], [0.0, -0.2, -0.1], [-0.1, 0.0, 0.1], [-0.3, 0.2, -0.1], [-0.1, -0.4, 0.3], [0.3, 0.2, 0.2], [0.1, 0.0, -0.3], [0.1, 0.1, 0.1], [0.0, 0.1, 0.3], [0.3, 0.0, -0.1], [-0.2, 0.0, -0.5], [-0.1, -0.3, 0.0], [0.1, 0.0, 0.1], [0.2, 0.0, 0.3], [0.1, 0.2, -0.3], [-0.4, 0.0, 0.1], [0.0, -0.2, -0.2], [-0.1, 0.0, -0.1], [0.4, 0.0, 0.0], [-0.2, -0.2, -0.2], [-0.1, 0.4, 0.0], [0.0, -0.1, 0.3]],
  "energy_ev": -1592870.366
}

---

Number 1: orbital gap 9.507 eV, molar mass 109.1 g mol⁻¹. Number 2: orbital gap 8.777 eV, molar mass 95.1 g mol⁻¹. Number 3: orbital gap 9.503 eV, molar mass 86.1 g mol⁻¹. Number 4: orbital gap 6.952 eV, molar mass 2167.3 g mol⁻¹.